one) Entry from the Open Molecules 2025 dataset: a 2-piece molecular cluster, C5H17N2O overall (the ωB97M-V functional and the def2-TZVPD basis).

## Properties
HOMO energy, hartree: -0.483
Molar mass, g mol⁻¹: 121.20
Total charge: +1
Kohn-Sham gap, eV: 10.4

Cartesian coordinates (Å):
C1 0.29 0.93 -0.80
N1 -0.30 1.11 0.52
C2 -1.76 1.39 0.60
C3 -2.07 2.85 0.76
C4 0.57 -0.61 -1.06
N2 0.86 -1.25 0.26
C5 2.28 -1.06 0.68
H1 -0.35 1.31 -1.59
H2 1.26 1.40 -0.79
H3 0.15 1.75 1.15
H4 -2.29 0.97 -0.26
H5 -2.15 0.86 1.47
H6 -3.09 3.05 1.06
H7 -1.97 3.50 -0.12
H8 -1.47 3.36 1.50
H9 1.42 -0.76 -1.70
H10 -0.37 -0.99 -1.47
H11 0.67 -2.25 0.18
H12 0.21 -0.73 0.86
H13 2.39 -0.44 1.57
H14 2.85 -0.68 -0.16
H15 2.71 -2.04 0.89
H16 0.14 -4.64 -0.94
H17 -0.35 -3.32 -1.55
O1 0.37 -3.71 -1.06

=====

two) Entry from the Open Molecules 2025 dataset: a 2-piece molecular cluster, C5H17N2O overall (the ωB97M-V functional and the def2-TZVPD basis).

## Properties
HOMO energy, hartree: -0.499
Molar mass, g mol⁻¹: 121.20
Total charge: +1
Kohn-Sham gap, eV: 10.7

Cartesian coordinates (Å):
N1 -0.68 0.77 -0.33
C1 0.45 -0.29 -0.65
C2 0.91 -0.95 0.60
C3 -0.15 -1.08 1.83
C4 -0.63 0.22 2.47
C5 -0.20 -1.47 -1.55
N2 -0.93 -0.86 -2.74
H1 -1.07 1.04 -1.25
H2 -1.29 0.42 0.38
H3 -0.37 1.59 0.25
H4 1.38 0.28 -0.92
H5 1.87 -0.40 1.03
H6 1.31 -1.99 0.57
H7 0.38 -1.69 2.51
H8 -1.07 -1.68 1.50
H9 -0.59 0.24 3.57
H10 -1.73 0.17 2.29
H11 -0.03 1.10 2.67
H12 0.59 -2.03 -1.87
H13 -0.84 -2.03 -0.92
H14 -0.39 -0.90 -3.59
H15 -1.80 -1.37 -2.94
H16 1.74 3.09 0.97
H17 0.61 3.55 -0.13
O1 1.28 2.82 0.15

=====

Top of the stability list: one), leading by 174.8 kJ/mol.